Entry from the Open Molecules 2025 dataset: a structure of composition C50H54ILuN8S3 in a non-equilibrium geometry (ωB97M-V/def2-TZVPD).

Properties
Energy above the lowest of the compared OMol25 structures with the same formula, charge and spin ... 0.0 kJ/mol

Structure (ORCA input):
```
! wB97M-V def2-TZVPD RIJCOSX def2/J DEFGRID3
* xyz -2 1
Lu 1.024 -0.357 0.172
C -0.094 -4.069 5.493
C 1.335 -3.998 4.952
C 1.567 -2.780 4.117
C 2.112 -1.596 4.509
C 2.675 -1.255 5.855
C 4.144 -1.660 5.994
C 1.949 -0.685 3.394
N 1.352 -1.313 2.351
C 1.087 -2.585 2.766
C 0.476 -3.564 1.999
C -0.234 -3.351 0.824
C -0.741 -4.387 -0.051
C -0.510 -5.856 0.130
C -1.744 -6.584 0.665
C -1.429 -3.751 -1.039
C -1.371 -2.341 -0.718
C -2.164 -1.354 -1.292
C -2.179 -0.021 -0.914
N -1.174 0.612 -0.239
C -1.624 1.867 0.019
C -0.886 2.863 0.649
C 0.272 2.657 1.377
N 0.732 1.428 1.734
C 1.739 1.651 2.622
C 2.295 0.665 3.418
C 2.005 3.073 2.750
C 1.072 3.702 1.990
C 0.902 5.164 1.730
C 0.029 5.861 2.776
C 3.124 3.666 3.545
C 2.768 3.898 5.016
C -2.980 2.032 -0.469
C -3.316 0.863 -1.081
C -4.643 0.485 -1.670
C -4.759 0.744 -3.172
C -3.870 3.199 -0.169
C -3.901 4.264 -1.261
N -0.592 -2.119 0.371
C -2.036 -4.321 -2.285
C -1.012 -5.045 -3.169
H -0.272 -4.999 6.035
H -0.812 -4.003 4.675
H -0.288 -3.236 6.169
H 1.538 -4.896 4.360
H 2.042 -4.008 5.786
H 2.086 -1.752 6.633
H 2.576 -0.181 6.030
H 4.275 -2.718 5.764
H 4.515 -1.481 7.007
H 4.764 -1.097 5.296
H 0.544 -4.583 2.362
H 0.329 -6.008 0.811
H -0.209 -6.297 -0.823
H -2.016 -6.203 1.650
H -1.570 -7.658 0.750
H -2.599 -6.430 0.007
H -2.892 -1.668 -2.031
H -1.257 3.879 0.582
H 2.991 0.985 4.183
H 0.475 5.305 0.733
H 1.888 5.636 1.698
H -0.909 5.322 2.912
H -0.208 6.884 2.474
H 0.528 5.904 3.744
H 3.417 4.615 3.088
H 3.992 3.006 3.477
H 1.863 4.500 5.105
H 3.574 4.414 5.543
H 2.583 2.952 5.526
H -5.433 1.035 -1.147
H -4.828 -0.576 -1.487
H -4.728 1.812 -3.392
H -5.695 0.346 -3.572
H -3.939 0.268 -3.702
H -3.536 3.665 0.762
H -4.886 2.832 0.015
H -2.887 4.586 -1.489
H -4.473 5.139 -0.947
H -4.342 3.879 -2.181
H -2.464 -3.502 -2.869
H -2.865 -4.995 -2.041
H -0.052 -4.531 -3.130
H -1.343 -5.069 -4.208
H -0.855 -6.074 -2.853
S 2.322 -2.706 -0.781
C 2.756 -2.353 -2.423
C 3.754 -3.129 -3.033
C 4.125 -2.978 -4.356
C 5.127 -3.848 -4.917
N 5.922 -4.555 -5.353
C 3.497 -1.998 -5.136
C 2.522 -1.206 -4.549
C 2.123 -1.355 -3.221
S 0.826 -0.346 -2.626
C 3.821 -1.816 -6.526
N 4.073 -1.675 -7.640
H 4.247 -3.879 -2.431
H 2.044 -0.439 -5.145
I 3.773 0.710 -0.079
C -1.417 1.210 -4.546
C -1.157 2.555 -3.958
C -1.873 3.696 -4.204
C -1.489 4.859 -3.493
N -0.464 4.934 -2.680
C 0.325 3.818 -2.514
S 1.773 3.669 -1.771
N -0.129 2.640 -3.111
C -2.304 6.114 -3.651
H -2.215 1.258 -5.286
H -1.695 0.519 -3.756
H -0.513 0.817 -5.008
H -2.721 3.689 -4.871
H 0.450 1.812 -2.906
H -2.838 6.128 -4.601
H -1.654 6.983 -3.576
H -3.038 6.171 -2.846
*
```


Entry from the Open Molecules 2025 dataset: an isolated molecule of C2HClN2O2 in a non-equilibrium geometry (ωB97M-V/def2-TZVPD).

Properties
SMILES ... Oc1nnoc1Cl
Energy above the lowest of the compared OMol25 structures with the same formula, charge and spin ... 235.7 kJ/mol

Structure (ORCA input):
```
! wB97M-V def2-TZVPD RIJCOSX def2/J DEFGRID3
* xyz 0 1
O 0.005 1.728 -0.128
C 0.168 0.417 -0.062
N 1.349 -0.183 -0.010
N 1.206 -1.428 0.016
O -0.198 -1.746 -0.123
C -0.857 -0.506 -0.054
Cl -2.550 -0.320 -0.011
H 0.878 2.036 0.372
*
```